1.
ORCA calculation (ωB97M-V/def2-TZVPD) on a structure of composition C34H78GaN10O6P2 in a non-equilibrium geometry.

The value obtained for the strongest force on any atom is 1.161 eV Å⁻¹. Its charge is +3. The calculation puts the relative energy (zero: lowest compared OMol25 entry of this formula, charge and spin) at 1.9 kcal/mol. The HOMO energy comes out at -15.98 eV. The LUMO energy is -0.23566 Eh. Its HOMO-LUMO gap is 9.563 eV.

Each line ends with the Mulliken charge.
CARTESIAN COORDINATES (ANGSTROEM)
Ga 1.783 -0.096 0.025  0.556
C 2.513 0.760 5.119  -0.996
N 1.904 -0.313 4.311  0.646
C 1.163 -1.260 5.141  -0.897
C 1.444 0.211 3.082  -1.450
N 2.221 0.042 2.012  0.372
C 3.626 -0.327 2.336  -0.510
C 4.357 -0.958 1.177  -1.388
N 4.064 -0.242 -0.064  0.357
C 4.607 1.130 -0.100  -1.644
C 3.452 2.126 -0.106  -0.647
N 2.322 1.574 -0.874  1.220
C 1.753 2.408 -1.774  -0.074
N 1.122 1.931 -2.848  0.300
C 0.187 2.754 -3.610  -1.185
C 1.279 0.554 -3.273  -0.843
N 1.863 3.755 -1.680  0.456
C 2.307 4.576 -2.804  -1.129
C 1.667 4.465 -0.428  -1.239
C 4.463 -1.049 -1.230  -1.402
C 3.263 -1.804 -1.802  -0.823
N 2.222 -1.969 -0.778  0.500
C 1.718 -3.210 -0.725  0.073
N 1.325 -3.796 0.424  0.199
C 0.571 -5.052 0.431  -1.291
C 1.831 -3.380 1.727  -0.862
N 1.632 -3.967 -1.853  0.278
C 1.232 -3.378 -3.119  -0.412
C 2.162 -5.328 -1.940  -1.211
N 0.365 1.005 3.010  1.558
C 0.461 2.281 2.294  -0.160
C -0.666 1.048 4.046  -0.738
H 1.775 1.261 5.754  0.363
H 2.979 1.512 4.481  0.261
H 3.285 0.328 5.754  0.416
H 1.880 -1.694 5.838  0.361
H 0.763 -2.072 4.540  0.217
H 0.365 -0.806 5.734  0.302
H 3.646 -1.005 3.184  0.509
H 4.146 0.584 2.648  0.499
H 4.038 -1.989 1.038  0.308
H 5.431 -0.970 1.389  0.477
H 5.210 1.252 -0.998  0.524
H 5.265 1.319 0.749  0.254
H 3.786 3.063 -0.542  1.074
H 3.158 2.340 0.923  0.146
H -0.190 3.556 -2.983  0.438
H -0.650 2.130 -3.911  0.175
H 0.644 3.170 -4.507  0.417
H 0.934 -0.150 -2.507  -0.392
H 2.316 0.346 -3.531  0.532
H 0.673 0.392 -4.160  0.620
H 2.585 3.948 -3.647  0.360
H 3.189 5.142 -2.500  0.398
H 1.537 5.282 -3.120  0.347
H 1.256 3.786 0.306  0.309
H 0.944 5.266 -0.590  0.414
H 2.592 4.913 -0.056  0.298
H 5.266 -1.731 -0.941  0.340
H 4.863 -0.400 -2.005  0.404
H 3.602 -2.766 -2.180  0.958
H 2.876 -1.258 -2.658  -0.116
H 1.222 -5.923 0.508  0.373
H -0.031 -5.133 -0.470  0.330
H -0.086 -5.063 1.297  0.552
H 2.804 -3.830 1.939  0.361
H 1.135 -3.722 2.491  0.651
H 1.901 -2.302 1.797  -0.345
H 0.787 -2.402 -2.940  -0.446
H 0.482 -4.021 -3.583  0.484
H 2.068 -3.282 -3.815  0.355
H 2.693 -5.590 -1.030  0.347
H 2.876 -5.369 -2.765  0.421
H 1.380 -6.064 -2.128  0.370
H 0.413 3.081 3.038  0.805
H -0.342 2.405 1.580  -0.651
H 1.417 2.335 1.791  -0.283
H -0.871 0.068 4.452  0.361
H -1.577 1.415 3.574  -0.271
H -0.392 1.732 4.852  0.404
C -2.923 4.401 2.357  -1.373
C -3.518 3.434 1.361  0.787
C -4.628 2.586 1.935  -1.353
O -2.427 2.541 0.931  -0.559
P -1.985 2.095 -0.505  -0.347
O -0.515 2.081 -0.618  0.101
C -2.599 0.410 -0.712  -0.127
P -1.533 -0.983 -0.278  -0.141
O -0.072 -0.816 0.090  0.137
O -1.490 -1.960 -1.500  -0.056
C -2.540 -2.533 -2.385  0.700
C -2.302 -1.983 -3.774  -1.045
C -3.961 -2.319 -1.910  -0.974
O -2.388 -1.599 0.876  -0.368
C -1.995 -2.836 1.575  2.609
C -3.108 -3.848 1.440  -1.754
C -1.700 -2.451 2.999  -0.917
O -2.674 3.022 -1.553  -0.090
C -3.834 3.037 -2.472  0.701
C -3.808 1.884 -3.460  -1.045
C -5.140 3.106 -1.717  -1.372
H -3.688 5.109 2.677  0.491
H -2.102 4.965 1.915  0.362
H -2.562 3.873 3.242  0.235
H -3.851 3.972 0.477  0.057
H -4.277 2.032 2.807  0.266
H -5.019 1.877 1.203  0.311
H -5.454 3.223 2.251  0.468
H -2.879 0.272 -1.752  -0.830
H -3.493 0.280 -0.099  0.853
H -2.306 -3.597 -2.359  0.356
H -2.602 -0.936 -3.840  -0.001
H -2.900 -2.544 -4.493  0.531
H -1.256 -2.071 -4.062  0.173
H -4.260 -1.272 -1.949  -0.003
H -4.136 -2.699 -0.908  0.155
H -4.618 -2.861 -2.591  0.552
H -1.091 -3.188 1.084  -1.514
H -4.056 -3.420 1.765  0.370
H -2.894 -4.708 2.075  0.503
H -3.210 -4.209 0.417  0.415
H -2.580 -2.002 3.462  0.508
H -0.881 -1.734 3.014  -0.284
H -1.420 -3.330 3.580  0.545
H -3.666 3.971 -3.005  0.397
H -4.334 1.007 -3.078  0.335
H -2.791 1.607 -3.737  -0.078
H -4.328 2.188 -4.368  0.555
H -5.264 2.240 -1.062  0.192
H -5.961 3.093 -2.435  0.481
H -5.232 4.020 -1.134  0.434

=====

2.
ORCA calculation (ωB97M-V/def2-TZVPD) on a cluster of 4 separate species, C34H79N2O13PS3 in total.

The SMILES is CCCCCCCCCCCCCCOC[C@H](NCCC)NCCP(=O)(OCC)OCC.CCOS(C)(=O)=O.CCOS(C)(=O)=O.CCOS(C)(=O)=O. The value obtained for the strongest force on any atom is 0.629 eV Å⁻¹. The HOMO energy comes out at -8.90 eV. The LUMO energy is 0.01472 Eh. Its HOMO-LUMO gap is 9.301 eV.

Each line ends with the Mulliken charge.
CARTESIAN COORDINATES (ANGSTROEM)
C -1.658 1.594 0.645  -1.586
C -1.932 0.332 1.461  1.063
C -1.163 -0.899 0.964  -0.392
C -1.994 -1.909 0.166  0.812
C -3.388 -2.224 0.713  -0.971
C -4.561 -1.348 0.233  -0.568
C -4.249 -0.365 -0.888  0.061
C -3.931 -1.002 -2.252  -1.310
C -2.689 -0.421 -2.961  0.353
C -1.764 -1.450 -3.624  -0.421
C -0.912 -0.845 -4.741  -1.311
C 0.258 0.007 -4.190  0.323
C 0.317 1.409 -4.800  -0.817
C 1.460 2.313 -4.301  -0.576
O 2.615 1.543 -4.027  -0.089
C 3.734 2.300 -3.612  -1.337
C 3.950 2.268 -2.099  -0.064
N 4.991 3.225 -1.736  -0.265
C 4.924 3.599 -0.312  -0.321
C 6.186 4.315 0.172  -0.243
C 5.919 5.252 1.351  -1.249
N 4.301 0.943 -1.612  0.217
C 3.248 0.251 -0.881  -0.778
C 3.449 -1.266 -0.824  -0.482
P 4.409 -1.749 0.594  0.955
O 3.814 -1.323 1.883  -0.643
O 4.685 -3.302 0.431  -0.428
C 3.857 -4.249 1.126  -0.328
C 2.469 -4.386 0.527  -0.842
O 5.874 -1.258 0.267  -0.489
C 6.416 -0.004 0.719  0.366
C 7.430 0.519 -0.283  -1.313
H -1.833 1.429 -0.424  0.256
H -2.275 2.434 0.965  0.224
H -0.609 1.883 0.748  0.469
H -3.005 0.140 1.519  -0.678
H -1.611 0.539 2.488  0.264
H -0.350 -0.544 0.315  -0.217
H -0.659 -1.412 1.789  0.307
H -1.438 -2.851 0.165  0.578
H -2.041 -1.598 -0.881  -0.945
H -3.609 -3.269 0.477  0.469
H -3.345 -2.178 1.808  0.340
H -5.382 -1.998 -0.093  0.457
H -4.960 -0.781 1.082  -0.061
H -3.435 0.304 -0.592  -0.386
H -5.133 0.276 -0.986  0.601
H -4.791 -0.854 -2.906  0.488
H -3.790 -2.079 -2.132  0.377
H -2.114 0.130 -2.205  -0.588
H -2.990 0.296 -3.730  0.755
H -2.364 -2.282 -4.013  0.302
H -1.093 -1.874 -2.868  0.158
H -1.567 -0.210 -5.351  0.444
H -0.522 -1.637 -5.383  0.420
H 1.201 -0.493 -4.406  0.442
H 0.173 0.087 -3.104  -0.240
H -0.627 1.913 -4.572  0.268
H 0.378 1.306 -5.888  0.308
H 1.719 3.052 -5.071  0.378
H 1.152 2.872 -3.408  0.300
H 3.654 3.336 -3.966  0.522
H 4.608 1.858 -4.103  0.332
H 3.003 2.536 -1.603  0.332
H 4.817 4.055 -2.287  0.338
H 4.051 4.238 -0.114  0.381
H 4.777 2.671 0.249  -0.027
H 6.589 4.874 -0.677  0.317
H 6.931 3.574 0.473  0.089
H 5.434 4.724 2.177  0.208
H 5.270 6.074 1.040  0.358
H 6.847 5.692 1.728  0.410
H 4.604 0.378 -2.394  0.386
H 3.265 0.655 0.137  0.360
H 2.252 0.449 -1.288  0.039
H 2.472 -1.752 -0.768  0.145
H 3.961 -1.645 -1.716  0.385
H 3.804 -3.956 2.178  0.277
H 4.402 -5.192 1.065  0.317
H 1.759 -3.690 0.978  0.137
H 2.096 -5.401 0.688  0.447
H 2.501 -4.212 -0.550  0.254
H 5.608 0.707 0.873  -0.184
H 6.872 -0.200 1.691  0.469
H 7.191 0.140 -1.276  0.296
H 8.445 0.221 -0.019  0.397
H 7.379 1.605 -0.343  0.192
C -8.420 1.333 4.130  -0.966
C -7.415 2.463 4.173  -0.322
O -6.168 2.082 4.811  -0.336
S -5.154 1.220 3.951  1.363
C -3.739 1.433 4.970  -1.000
O -4.955 1.870 2.691  -0.646
O -5.554 -0.152 3.968  -0.626
H -8.096 0.534 3.466  0.273
H -9.375 1.717 3.771  0.384
H -8.562 0.911 5.124  0.263
H -7.191 2.848 3.178  0.314
H -7.773 3.290 4.782  0.320
H -3.463 2.483 4.971  0.330
H -2.951 0.827 4.529  0.283
H -3.976 1.083 5.971  0.375
C 4.485 4.419 6.952  -0.950
C 4.135 3.015 7.396  -0.420
O 3.531 2.226 6.342  -0.295
S 4.509 1.623 5.242  1.204
C 3.389 0.462 4.558  -0.616
O 5.583 0.957 5.916  -0.704
O 4.834 2.657 4.303  -0.554
H 5.291 4.417 6.221  0.283
H 4.801 5.001 7.818  0.388
H 3.619 4.903 6.500  0.254
H 5.005 2.479 7.777  0.349
H 3.378 3.026 8.178  0.272
H 3.134 -0.269 5.319  0.368
H 3.883 -0.031 3.730  0.109
H 2.512 0.996 4.212  0.335
C -7.866 -5.004 -3.049  -1.010
C -6.483 -5.600 -3.191  -0.213
O -6.080 -5.764 -4.576  -0.329
S -5.595 -4.464 -5.340  1.164
C -4.824 -5.265 -6.699  -0.994
O -4.618 -3.803 -4.530  -0.523
O -6.727 -3.722 -5.801  -0.624
H -7.892 -3.969 -3.385  0.283
H -8.164 -5.037 -2.001  0.393
H -8.588 -5.570 -3.638  0.296
H -5.727 -5.004 -2.679  0.219
H -6.442 -6.611 -2.791  0.276
H -3.986 -5.849 -6.331  0.312
H -4.483 -4.478 -7.368  0.371
H -5.559 -5.893 -7.194  0.356

=====

3.
ORCA calculation (ωB97M-V/def2-TZVPD) on a cluster of 7 separate species, C34H83Cl4N5 in total in a non-equilibrium geometry.

The SMILES is CCN(CC)CC.CCN(CC)CC.CCN(CC)CC.CCN(CC)CC.CCN(CC)CC.ClCCCl.ClCCCl. The value obtained for the strongest force on any atom is 14.109 eV Å⁻¹. The calculation puts the relative energy (zero: lowest compared OMol25 entry of this formula, charge and spin) at 19.8 kcal/mol. The HOMO energy comes out at -8.03 eV. The LUMO energy is 0.01424 Eh. Its HOMO-LUMO gap is 8.422 eV.

Each line ends with the Mulliken charge.
CARTESIAN COORDINATES (ANGSTROEM)
C 4.074 -0.258 -1.913  -0.976
C 4.429 -1.685 -1.470  -0.424
N 3.249 -2.369 -1.789  0.264
C 3.471 -3.800 -2.003  -0.916
C 4.309 -4.339 -1.142  -0.689
C 2.125 -2.144 -0.908  0.538
C 0.823 -2.565 -1.655  -1.677
H 3.313 0.321 -1.116  -0.154
H 3.409 -0.192 -2.946  0.216
H 4.827 0.424 -1.896  0.595
H 4.695 -1.847 -0.475  0.430
H 5.211 -1.818 -2.212  0.366
H 4.128 -3.867 -2.841  0.358
H 2.721 -4.413 -2.506  0.493
H 5.141 -4.088 -0.538  0.363
H 4.677 -5.425 -1.370  0.387
H 3.649 -4.634 -0.188  -0.092
H 2.014 -1.189 -0.442  0.157
H 2.030 -2.641 0.027  -0.272
H 0.820 -2.050 -2.562  0.412
H 0.044 -2.121 -0.986  0.249
H 0.715 -3.672 -1.567  0.383
C -4.234 2.145 -5.773  -1.036
C -4.834 3.524 -6.079  -0.876
N -4.633 4.451 -5.046  0.877
C -4.624 5.845 -5.411  -0.757
C -5.636 6.355 -6.167  -1.338
C -5.518 4.322 -3.891  -0.580
C -5.020 4.943 -2.597  -1.137
H -4.162 1.463 -6.743  0.342
H -4.781 1.640 -5.047  0.353
H -3.204 2.305 -5.443  0.125
H -5.915 3.553 -6.375  0.396
H -4.442 3.859 -7.083  0.464
H -3.905 5.674 -6.108  0.467
H -4.136 6.629 -4.789  0.349
H -6.053 5.953 -7.181  0.247
H -5.344 7.432 -6.508  0.337
H -6.640 6.469 -5.682  0.293
H -5.685 3.260 -3.608  0.421
H -6.394 4.818 -4.290  0.236
H -4.075 4.550 -2.211  0.104
H -5.797 4.525 -1.859  0.360
H -5.096 5.987 -2.765  0.388
C -2.102 0.502 -2.225  -0.995
C -1.753 1.395 -1.063  -0.791
N -0.996 0.784 -0.051  1.218
C 0.136 1.394 0.446  -0.577
C 0.004 2.745 0.931  -2.030
C -1.898 0.048 0.911  -0.205
C -1.322 -1.117 1.656  -0.792
H -2.251 1.256 -2.841  0.086
H -2.679 -0.339 -2.240  0.505
H -1.119 0.037 -2.702  0.021
H -2.614 1.953 -0.663  0.308
H -1.166 2.212 -1.413  0.363
H 0.784 1.575 -0.393  0.090
H 0.905 0.688 0.787  0.364
H -0.924 3.308 0.631  0.233
H 0.733 3.431 0.807  0.803
H -0.004 2.936 1.919  0.556
H -2.716 -0.393 0.111  -0.134
H -2.507 0.551 1.602  0.290
H -1.008 -1.947 0.870  0.083
H -1.974 -1.900 2.153  0.542
H -0.432 -0.833 2.346  -0.009
C 4.388 0.837 1.512  -1.155
C 4.318 1.719 2.810  -0.971
N 3.049 1.748 3.406  0.734
C 2.470 0.604 4.001  -1.416
C 3.271 -0.391 4.481  -0.531
C 3.043 2.832 4.358  -0.975
C 1.704 3.746 4.118  -1.010
H 5.015 0.993 0.749  0.821
H 3.445 0.674 0.964  0.025
H 4.523 -0.199 1.843  0.187
H 4.482 2.725 2.343  0.535
H 5.132 1.435 3.479  0.392
H 2.084 0.262 3.063  0.090
H 1.615 0.447 4.462  1.049
H 4.320 -0.478 4.141  0.354
H 2.755 -1.305 4.313  -0.265
H 3.306 -0.315 5.537  0.393
H 3.814 3.472 4.257  0.730
H 2.941 2.471 5.420  0.261
H 1.871 4.657 4.559  0.518
H 0.823 3.276 4.779  0.210
H 1.593 3.785 3.131  0.103
C 2.443 -7.126 5.883  -1.150
C 1.710 -5.937 5.090  -0.464
N 2.353 -5.616 3.857  0.071
C 1.564 -4.949 2.962  -1.646
C 0.841 -3.859 3.283  -0.085
C 3.610 -4.724 4.125  -0.076
C 4.533 -4.705 2.903  -0.706
H 2.506 -8.092 5.303  0.296
H 2.031 -7.509 6.947  0.308
H 3.495 -6.970 6.077  0.293
H 1.820 -5.127 5.636  0.467
H 0.458 -6.070 4.977  0.255
H 0.905 -5.592 2.543  0.756
H 2.078 -4.973 1.997  0.215
H 0.575 -3.564 4.305  0.399
H -0.103 -3.984 2.777  0.270
H 1.340 -3.027 2.848  -0.097
H 4.147 -5.369 5.100  0.129
H 3.384 -3.732 4.632  0.249
H 4.190 -4.437 1.875  -0.254
H 4.962 -5.795 2.687  0.212
H 5.243 -4.071 3.327  0.494
Cl -5.430 -4.095 0.573  -0.180
C -5.745 -2.422 0.716  -0.211
C -7.165 -2.032 0.444  -0.468
Cl -8.324 -3.206 0.900  -0.162
H -5.141 -1.750 0.182  0.106
H -5.588 -2.285 1.731  0.277
H -7.082 -1.830 -0.599  0.263
H -7.424 -1.011 0.605  0.377
Cl 0.248 2.827 -3.804  -0.155
C -1.169 3.955 -3.870  0.111
C -0.749 5.459 -3.827  -0.500
Cl 0.038 5.767 -2.192  -0.215
H -1.902 3.642 -3.153  -0.143
H -1.670 3.799 -4.793  0.197
H -1.656 6.023 -3.768  0.088
H -0.124 5.739 -4.474  0.627